C6H15N | ωB97M-V with the def2-TZVPD basis set

Computed properties:
structure (SMILES): CNCCC(C)C
ΔE to the lowest compared entry with this formula, charge and spin: 34.8 kcal/mol
HOMO: -8.80 eV
orbital gap: 9.88 eV

Structure (ORCA input):
```
! RIJCOSX wB97M-V def2-TZVPD def2/J DEFGRID3
* xyz 0 1
N -0.780 0.962 2.200
C -0.923 -0.424 -0.045
C 1.412 0.223 -1.011
C -1.358 0.782 0.878
C 0.709 0.951 2.202
C -0.005 -1.500 -2.144
C -0.066 -0.209 -1.289
H -1.841 -0.925 -0.356
H -2.430 0.608 1.019
H -0.344 0.594 -1.990
H 0.823 -2.078 -1.709
H 1.090 -0.065 2.058
H -0.392 -1.169 0.563
H 0.295 -1.271 -3.161
H -1.075 0.172 2.757
H 1.460 1.253 -0.656
H 1.023 1.684 1.479
H 1.882 0.293 -1.991
H -1.469 1.625 0.181
H 1.841 -0.470 -0.301
H -0.846 -2.157 -1.927
H 0.994 1.119 3.244
*
```